{"formula": "C2H6N2O", "method": "ωB97M-V with the def2-TZVPD basis set", "fmax_ev_per_a": 4.61, "orbital_gap_ev": 10.758, "total_energy_ev": -7195.6642, "total_charge": 0, "molar_mass_g_mol": 74.08, "de_lowest_kcal_mol": 95.1, "lumo_energy_ev": 1.0, "elements": ["N", "H", "O", "N", "H", "H", "C", "C", "H", "H", "H"], "xyz": [[0.816, -0.061, 0.523], [2.952, -1.517, 0.855], [2.138, -1.962, 0.553], [0.977, -1.316, 0.497], [-0.303, 1.879, -0.864], [-1.199, -0.717, 0.495], [-0.974, 0.977, -0.929], [-0.598, 0.292, 0.342], [-2.021, 1.314, -0.944], [-1.001, 0.970, 1.125], [-0.788, 0.143, -1.654]], "forces_ev_per_a": [[2.21, -2.03, -0.05], [-0.40, 1.02, -0.10], [0.90, 0.05, 0.28], [-3.18, 2.04, -0.53], [-0.54, -0.78, -1.38], [0.98, 1.90, -0.43], [1.36, -0.39, -0.25], [-2.82, -2.59, 2.57], [0.42, -0.34, 0.11], [1.08, -0.56, 0.24], [0.00, 1.69, -0.48]]}